No. 1
Formula: C12H23InN2O2P2S
Source: OMol25
Level of theory: ωB97M-V/def2-TZVPD

Atoms and positions in Å:
In  -0.042  0.482  0.638
P  2.071  -0.851  0.251
C  2.154  -1.339  -1.437
C  0.982  -1.565  -2.218
N  -0.166  -0.983  -1.724
C  -1.346  -1.336  -2.201
C  -1.453  -2.206  -3.295
C  -0.313  -2.565  -4.014
C  0.932  -2.174  -3.518
C  -2.564  -0.758  -1.529
P  -2.370  0.790  -0.591
H  1.856  -2.416  -4.062
H  -2.460  -2.506  -3.590
H  -0.400  -3.264  -4.862
H  -3.301  -0.592  -2.313
H  -2.944  -1.516  -0.840
H  2.448  2.656  -4.100
H  3.113  -1.118  -1.913
H  -0.228  3.638  -1.447
O  2.749  2.925  -3.204
H  3.555  2.330  -3.020
H  0.252  2.155  -0.725
O  0.290  3.308  -0.675
H  1.278  3.538  -0.814
C  -2.331  2.015  -1.937
H  -3.238  1.875  -2.541
H  -2.373  3.042  -1.542
H  -1.478  1.872  -2.618
C  -4.015  1.017  0.171
H  -4.094  2.036  0.578
H  -4.827  0.867  -0.559
H  -4.142  0.300  0.997
C  2.118  -2.427  1.131
H  3.166  -2.695  1.334
H  1.518  -2.274  2.040
H  1.669  -3.186  0.469
C  3.502  0.169  0.733
H  3.293  0.531  1.750
H  4.457  -0.377  0.742
H  3.617  1.053  0.086
S  -0.915  -1.024  2.400
C  -0.245  -0.049  3.576
N  0.226  0.623  4.428

Its frontier orbital gap (spin up / spin down) is 0.226 / 0.218 hartree. The value obtained for the LUMO energy (spin up / spin down) is -8.08 / -8.59 eV. The calculation puts the energy at -54460.855 eV. As for the charge: +2.

Atomic partial charges in e from the Löwdin method, atoms 1 to 6:
1. In 0.47
2. P 0.75
3. C -0.16
4. C -0.31
5. N 0.05
6. C -0.32

***

No. 2
Formula: C12H23IrN2O2P2S
Source: OMol25
Level of theory: ωB97M-V/def2-TZVPD

Atoms and positions in Å:
Ir  -0.186  0.161  0.200
P  1.990  -0.547  0.204
C  2.225  -0.647  -1.624
C  1.005  -1.277  -2.225
N  -0.171  -0.957  -1.652
C  -1.336  -1.337  -2.205
C  -1.343  -2.226  -3.282
C  -0.140  -2.630  -3.856
C  1.045  -2.121  -3.336
C  -2.603  -0.789  -1.618
P  -2.217  0.766  -0.687
H  2.038  -2.332  -3.740
H  -2.325  -2.540  -3.641
H  -0.129  -3.318  -4.703
H  -3.358  -0.578  -2.386
H  -3.039  -1.498  -0.906
H  2.356  0.426  -2.013
H  3.131  -1.218  -1.846
H  1.323  2.480  -1.716
O  2.117  2.054  -2.215
H  2.149  2.495  -3.085
H  0.179  2.573  -0.032
O  0.221  3.179  -0.851
H  0.448  4.064  -0.522
C  -2.367  1.989  -2.029
H  -3.300  1.805  -2.583
H  -2.351  2.993  -1.595
H  -1.502  1.883  -2.695
C  -3.553  1.000  0.501
H  -3.336  1.915  1.062
H  -4.514  1.085  -0.022
H  -3.547  0.158  1.203
C  2.136  -2.228  0.839
H  3.114  -2.644  0.573
H  1.999  -2.185  1.926
H  1.340  -2.846  0.411
C  3.350  0.484  0.771
H  3.148  0.778  1.807
H  4.283  -0.095  0.731
H  3.413  1.376  0.132
S  0.254  1.465  1.839
C  -0.693  -0.161  2.105
N  -1.255  -0.955  2.801

Its frontier orbital gap (spin up / spin down) is 0.233 / 0.212 hartree. The value obtained for the LUMO energy (spin up / spin down) is -6.89 / -10.28 eV. The calculation puts the energy at -52125.661 eV. As for the charge: +2. As for the spin multiplicity: 5.

Atomic partial charges in e from the natural (NBO) method, atoms 1 to 6:
1. Ir 0.62
2. P 1.13
3. C -0.82
4. C 0.27
5. N -0.53
6. C 0.25

***

No. 3
Formula: C12H23N3
Source: OMol25
Level of theory: ωB97M-V/def2-TZVPD

Atoms and positions in Å:
C  -0.448  0.112  -1.932
C  2.983  -2.502  2.671
C  -1.797  -0.248  1.986
C  3.067  -1.583  1.730
C  -0.777  0.223  1.202
C  -0.908  0.316  -4.253
C  -2.176  0.701  -3.415
C  -2.060  2.398  1.125
C  0.194  -2.012  0.463
C  2.689  -0.181  1.797
C  -0.660  1.725  1.026
C  0.305  -0.589  0.647
N  0.050  0.295  -3.190
N  -1.740  0.201  -2.069
N  1.654  0.080  0.599
H  3.550  -3.396  2.596
H  2.581  -2.255  3.610
H  -1.803  -1.195  2.245
H  -2.530  0.539  2.366
H  3.708  -1.758  0.881
H  -0.839  -0.784  -4.621
H  -0.582  0.973  -5.041
H  -2.302  1.718  -3.315
H  -3.180  0.201  -3.780
H  -2.520  2.480  2.066
H  -1.976  3.391  0.848
H  -2.848  1.895  0.521
H  0.777  -2.465  -0.412
H  -0.864  -2.280  0.169
H  0.492  -2.637  1.343
H  3.520  0.492  1.536
H  2.288  0.233  2.809
H  -0.039  2.077  1.810
H  -0.277  1.863  0.055
H  0.999  0.681  -3.309
H  -2.350  0.156  -1.304
H  1.587  1.091  0.821
H  2.233  0.045  -0.279

Its frontier orbital gap (spin up / spin down) is 0.225 / 0.225 hartree. The value obtained for the LUMO energy (spin up / spin down) is -9.46 / -9.46 eV. The calculation puts the energy at -17265.573 eV. As for the charge: +2.

Atomic partial charges in e from the natural (NBO) method, atoms 1 to 6:
1. C 0.32
2. C -0.26
3. C -0.11
4. C -0.31
5. C -0.18
6. C -0.24

***

No. 4
Formula: C12H24AlO20S2
Source: OMol25
Level of theory: ωB97M-V/def2-TZVPD

Atoms and positions in Å:
Al  -1.554  -8.634  21.255
S  -2.633  -5.932  19.928
O  -3.169  -4.768  19.243
O  -2.187  -5.707  21.309
O  -3.595  -7.086  20.067
O  -1.558  -6.580  19.162
S  0.018  -11.793  21.648
O  0.505  -10.363  21.643
O  -1.385  -11.713  21.318
O  0.855  -12.572  20.699
O  0.273  -12.546  22.869
C  -3.182  -6.086  24.354
O  -4.524  -6.453  24.117
C  -4.842  -7.486  23.401
O  -4.063  -8.139  22.736
O  -6.142  -7.737  23.559
C  -6.630  -8.987  23.040
H  -3.087  -5.256  25.052
H  -2.681  -5.812  23.425
H  -2.641  -6.894  24.852
H  -5.974  -9.802  23.335
H  -6.726  -8.914  21.957
H  -7.639  -9.016  23.446
C  -6.011  -8.402  19.323
O  -5.944  -9.826  19.375
C  -4.920  -10.449  19.950
O  -3.895  -9.933  20.346
O  -5.154  -11.751  19.933
C  -4.129  -12.559  20.507
H  -7.001  -8.010  19.094
H  -5.285  -8.016  18.613
H  -5.770  -7.994  20.303
H  -4.387  -13.605  20.359
H  -4.006  -12.343  21.568
H  -3.141  -12.382  20.081
C  0.148  -4.413  22.210
O  1.165  -5.092  22.952
C  0.845  -6.256  23.537
O  -0.021  -7.027  23.213
O  1.675  -6.394  24.558
C  1.888  -7.606  25.226
H  -0.047  -5.063  21.355
H  0.521  -3.455  21.858
H  -0.855  -4.311  22.624
H  2.913  -7.742  25.560
H  1.410  -8.466  24.757
H  1.298  -7.458  26.140
C  1.461  -7.658  17.616
O  2.521  -7.981  18.493
C  2.292  -8.100  19.826
O  1.221  -8.068  20.363
O  3.454  -8.274  20.387
C  3.539  -8.469  21.797
H  0.698  -7.076  18.138
H  1.116  -8.616  17.225
H  1.713  -7.028  16.763
H  3.296  -9.490  22.082
H  2.905  -7.746  22.312
H  4.558  -8.179  22.045

Its frontier orbital gap is 0.129 hartree. The value obtained for the LUMO energy is -2.28 eV. The calculation puts the energy at -82046.840 eV. As for the charge: -1.

Atomic partial charges in e from the natural (NBO) method, atoms 1 to 6:
1. Al 1.53
2. S 2.57
3. O -0.97
4. O -1.10
5. O -0.99
6. O -1.05